Record 1
Formula: C6H11NO
Source: the Open Molecules 2025 dataset
Level of theory: ωB97M-V with the def2-TZVPD basis set

Output
⟨S²⟩: 2.0168
LUMO energy (spin up / spin down) (eV): 0.964 / -1.086
Electronic energy (a.u.): -364.9695
Net charge: 0
HOMO level (spin up / spin down) (eV): -5.399 / -10.411
Energy above the lowest of the compared OMol25 structures with the same formula, charge and spin (eV): 1.847
2S+1: 3

The geometry in XYZ format:
```
19
Properties=species:S:1:pos:R:3:mulliken_spin:R:1
C -2.973 -0.346 0.342 -0.106
C -2.193 1.141 0.081 0.247
C -0.188 -0.023 0.159 0.788
C -0.041 -0.513 -1.264 -0.044
C 2.298 0.087 0.560 0.070
C 0.897 -0.482 1.075 0.055
N -2.284 -1.329 0.370 0.826
O -0.934 0.940 0.616 0.056
H -3.972 -0.056 0.260 0.043
H -1.976 1.223 -1.075 -0.004
H -2.732 1.990 0.524 -0.003
H 0.973 -0.116 -1.797 0.047
H -0.820 -0.361 -1.842 -0.001
H -0.048 -1.542 -1.279 0.022
H 2.791 -0.487 -0.151 0.003
H 2.908 -0.060 1.383 -0.011
H 2.238 1.218 0.394 -0.010
H 0.580 -0.284 2.113 0.000
H 0.778 -1.654 1.119 0.021
```



Record 2
Formula: C14H29Br2S2Sb2Se4Tl
Source: the Open Molecules 2025 dataset
Level of theory: ωB97M-V with the def2-TZVPD basis set

Output
LUMO energy (eV): 3.933
Electronic energy (a.u.): -16754.0491
Net charge: -2
HOMO level (eV): -1.580
Energy above the lowest of the compared OMol25 structures with the same formula, charge and spin (eV): 0.933

The geometry in XYZ format:
```
54
Properties=species:S:1:pos:R:3:mulliken_charge:R:1
Tl 1.835 -2.419 -1.545 0.500
Br 3.739 -2.898 1.658 -0.116
C 2.133 -3.928 1.865 -0.165
Br 0.562 -2.898 1.345 -0.032
H 2.021 -4.181 2.917 0.364
H 2.188 -4.814 1.216 -0.187
C -1.926 0.605 -3.718 -1.686
C -0.841 -0.421 -3.511 0.235
S -0.324 -0.576 -1.866 -0.215
C -0.369 -1.129 -4.559 0.528
C -0.827 -0.930 -5.978 -1.391
S 0.875 -2.374 -4.409 -0.205
H -2.300 0.914 -2.746 0.192
H -2.757 0.205 -4.297 0.392
H -1.522 1.473 -4.240 0.325
H -1.226 0.073 -6.127 0.364
H -1.599 -1.656 -6.244 0.209
H 0.015 -1.073 -6.656 0.394
Se 3.968 -4.257 -3.991 -0.670
Sb 2.050 -5.580 -3.224 0.750
Se -0.108 -3.949 -3.180 -0.254
Se 2.358 -6.176 -0.842 -0.605
Se 1.413 -7.510 -4.579 -0.735
C -1.078 3.775 1.666 -1.422
C -0.124 3.013 0.768 0.215
C -0.594 3.058 -0.677 -1.379
Sb 0.293 0.854 1.226 0.570
C 1.497 1.076 3.116 0.265
C 2.966 0.997 2.726 -1.390
C 1.249 2.328 3.933 -1.386
C -1.574 0.116 2.210 0.264
C -2.194 0.946 3.318 -1.331
C -2.573 -0.177 1.109 -1.325
H -1.064 4.841 1.418 0.457
H -0.811 3.668 2.713 0.272
H -2.096 3.419 1.525 0.246
H 0.868 3.475 0.829 0.413
H -1.613 2.681 -0.748 0.196
H 0.034 2.429 -1.304 0.301
H -0.581 4.074 -1.077 0.482
H 1.239 0.199 3.718 0.402
H 3.234 1.837 2.085 0.330
H 3.184 0.079 2.183 0.200
H 3.601 1.029 3.614 0.428
H 1.447 3.214 3.334 0.227
H 1.915 2.345 4.800 0.463
H 0.224 2.368 4.291 0.211
H -1.240 -0.831 2.640 0.431
H -2.607 1.874 2.935 0.196
H -1.470 1.176 4.095 0.250
H -3.012 0.389 3.782 0.468
H -2.905 0.745 0.634 0.235
H -3.447 -0.692 1.508 0.457
H -2.121 -0.803 0.344 0.261
```



Record 3
Formula: C4H6N2O
Source: the Open Molecules 2025 dataset
Level of theory: ωB97M-V with the def2-TZVPD basis set

Output
LUMO energy (eV): 0.673
Electronic energy (a.u.): -340.6395
Net charge: 0
HOMO level (eV): -7.146
Energy above the lowest of the compared OMol25 structures with the same formula, charge and spin (eV): 4.229

The geometry in XYZ format:
```
13
Properties=species:S:1:pos:R:3:mulliken_charge:R:1
C -1.883 -0.359 -0.322 -1.065
C 1.155 -0.113 0.432 0.898
C -0.570 0.175 0.099 0.344
N 2.174 -0.783 -0.111 -0.384
C -0.017 1.480 0.313 -0.397
O 0.183 -0.719 1.107 -0.398
N 1.245 1.316 0.661 -0.734
H 2.028 -1.740 -0.392 0.251
H 2.875 -0.239 -0.589 0.250
H -0.470 2.451 0.129 0.411
H -2.511 -0.654 0.529 0.237
H -1.784 -1.227 -0.978 0.257
H -2.425 0.411 -0.878 0.330
```



Record 4
Formula: C3H4N2S
Source: the Open Molecules 2025 dataset
Level of theory: ωB97M-V with the def2-TZVPD basis set

Output
LUMO energy (eV): 0.626
Electronic energy (a.u.): -624.3664
Net charge: 0
HOMO level (eV): -9.552
Energy above the lowest of the compared OMol25 structures with the same formula, charge and spin (eV): 1.615
SMILES string: N#CC/C=N\S

The geometry in XYZ format:
```
10
Properties=species:S:1:pos:R:3:mulliken_charge:R:1
C 0.099 0.792 -0.010 0.003
C -0.645 -0.504 0.009 -0.273
C -2.115 -0.304 0.004 0.017
H 3.464 0.175 -0.002 0.171
H -0.443 1.727 0.065 0.409
H -0.361 -1.066 0.913 0.340
H -0.425 -1.068 -0.905 0.316
N 1.387 0.880 -0.024 -0.477
N -3.265 -0.120 -0.034 -0.370
S 2.303 -0.512 -0.016 -0.136
```



Record 5
Formula: C16H40AsFeN2S2Si2
Source: the Open Molecules 2025 dataset
Level of theory: ωB97M-V with the def2-TZVPD basis set

Output
⟨S²⟩: 6.0184
LUMO energy (spin up / spin down) (eV): 2.931 / 2.923
Electronic energy (a.u.): -5618.1348
Net charge: -1
HOMO level (spin up / spin down) (eV): -2.999 / -3.283
Energy above the lowest of the compared OMol25 structures with the same formula, charge and spin (eV): 0.000
2S+1: 5

The geometry in XYZ format:
```
64
Properties=species:S:1:pos:R:3:mulliken_spin:R:1
Fe -0.437 0.012 0.153 3.557
C 1.597 -2.693 0.522 0.002
N 1.766 -1.307 0.922 0.053
C 1.838 -1.211 2.369 0.022
C 2.960 -0.752 0.302 -0.003
C 2.849 0.762 0.151 0.009
N 1.649 1.136 -0.583 -0.019
C 1.729 0.707 -1.976 0.015
C 1.463 2.579 -0.532 0.020
H 2.442 -3.326 0.838 0.002
H 1.500 -2.744 -0.560 0.002
H 0.672 -3.080 0.944 -0.001
H 2.692 -1.780 2.775 0.003
H 0.912 -1.588 2.801 -0.001
H 1.934 -0.170 2.668 -0.014
H 3.077 -1.202 -0.685 -0.001
H 3.868 -0.993 0.882 0.000
H 3.765 1.146 -0.341 0.000
H 2.787 1.215 1.144 -0.014
H 2.656 1.065 -2.455 0.002
H 0.870 1.106 -2.514 0.007
H 1.678 -0.378 -2.042 -0.006
H 2.305 3.108 -1.007 0.000
H 1.370 2.904 0.502 -0.002
H 0.539 2.829 -1.050 -0.001
C -2.726 1.009 -3.787 -0.009
C -1.995 0.355 -2.644 0.015
S -1.744 1.381 -1.253 0.114
C -1.576 -0.930 -2.686 -0.002
C -1.661 -1.794 -3.914 -0.007
S -0.864 -1.734 -1.309 0.104
H -3.089 1.982 -3.467 0.000
H -3.583 0.405 -4.086 0.001
H -2.083 1.151 -4.658 0.000
H -2.406 -1.435 -4.620 0.001
H -1.908 -2.813 -3.625 -0.001
H -0.696 -1.811 -4.427 0.001
C -4.343 0.126 4.337 0.005
Si -3.801 0.420 2.500 0.016
C -4.568 2.125 2.035 0.005
C -4.827 -0.864 1.507 0.002
As -1.505 0.084 2.254 0.066
Si -0.894 2.192 2.982 0.032
C -1.678 2.745 4.653 0.011
C -1.234 3.664 1.779 0.006
C 0.980 2.363 3.431 0.000
H -5.412 0.255 4.486 0.000
H -3.829 0.815 4.999 0.000
H -4.078 -0.880 4.649 -0.001
H -5.655 2.141 2.093 -0.001
H -4.285 2.380 1.017 0.001
H -4.191 2.908 2.686 0.000
H -5.899 -0.786 1.683 0.000
H -4.517 -1.872 1.763 0.000
H -4.650 -0.724 0.446 -0.001
H -2.736 2.945 4.523 -0.001
H -1.218 3.644 5.055 0.001
H -1.581 1.963 5.402 -0.001
H -2.184 4.139 2.010 0.001
H -1.309 3.280 0.765 0.001
H -0.468 4.437 1.786 0.001
H 1.257 1.672 4.222 0.000
H 1.214 3.366 3.781 0.000
H 1.613 2.160 2.572 0.008
```



Record 6
Formula: C6H13N2
Source: the Open Molecules 2025 dataset
Level of theory: ωB97M-V with the def2-TZVPD basis set

Output
LUMO energy (eV): -3.170
Electronic energy (a.u.): -345.5456
Net charge: +1
HOMO level (eV): -11.308
Energy above the lowest of the compared OMol25 structures with the same formula, charge and spin (eV): 4.092

The geometry in XYZ format:
```
21
Properties=species:S:1:pos:R:3:mulliken_charge:R:1
C -2.026 0.246 -0.465 -0.950
C -0.739 2.130 -1.003 -0.298
C -1.947 -0.923 0.595 -0.289
C 0.100 0.047 0.147 -0.112
C 2.601 -0.437 -0.618 -1.006
C 1.612 0.175 0.418 -0.788
N -0.754 0.920 -0.505 0.117
N -0.561 -1.364 0.203 -0.157
H -2.467 -0.132 -1.469 0.325
H -2.664 1.019 -0.155 0.537
H 0.098 2.750 -0.810 0.255
H -1.601 2.607 -1.343 0.287
H -1.874 -0.630 1.678 0.273
H -2.810 -1.539 0.497 0.354
H 3.480 0.280 -0.617 0.306
H 2.250 -0.591 -1.667 0.318
H 2.925 -1.362 -0.218 0.328
H 1.812 1.272 0.485 0.322
H 1.693 -0.177 1.484 0.452
H 0.188 -1.900 0.766 0.403
H -0.510 -1.724 -0.737 0.322
```



Record 7
Formula: C6H10ClNO2
Source: the Open Molecules 2025 dataset
Level of theory: ωB97M-V with the def2-TZVPD basis set

Output
LUMO energy (eV): 0.637
Electronic energy (a.u.): -899.9409
Net charge: 0
HOMO level (eV): -10.064
Energy above the lowest of the compared OMol25 structures with the same formula, charge and spin (eV): 3.145
SMILES string: ClC1CC1.CN=C=O.C=O

The geometry in XYZ format:
```
20
Properties=species:S:1:pos:R:3:mulliken_charge:R:1
C -2.481 0.008 2.177 0.598
C 1.352 0.667 -0.734 -0.569
C 0.293 1.261 0.223 -0.601
C -0.148 0.473 -0.963 0.078
C -4.327 1.084 0.900 -0.633
C 4.876 -3.793 -0.883 0.007
N -3.560 0.454 1.922 -0.270
O -1.548 -0.490 2.698 -0.476
O 4.577 -4.074 -1.999 -0.376
Cl -1.065 1.269 -2.156 -0.205
H 1.837 1.335 -1.463 0.227
H 1.994 -0.141 -0.467 0.281
H 0.467 0.807 1.241 0.243
H 0.259 2.353 0.144 0.271
H -4.830 0.243 0.273 0.254
H -5.258 1.584 1.245 0.271
H -3.905 1.841 0.212 0.270
H 5.426 -4.342 -0.144 0.234
H 4.599 -2.799 -0.572 0.136
H -0.608 -0.623 -0.870 0.257
```